Density functional theory data (ωB97M-V/def2-TZVPD) for the molecule C4H5N.

Each atom is followed by the atoms it is bonded to, with distances in Å.
Cartesian coordinates (Å):
1 H -1.16 -1.72 -0.90  C9 1.081
2 C -0.20 0.20 -1.14  N3 1.359, H5 1.068, C9 1.358
3 N 0.43 1.01 -0.25  C2 1.359, C6 1.390, H8 1.016
4 C -0.16 -0.80 0.88  C6 1.367, C9 1.416, H10 1.057
5 H -0.42 0.54 -2.13  C2 1.068
6 C 0.51 0.39 0.99  N3 1.390, C4 1.367, H7 1.095
7 H 1.03 0.88 1.82  C6 1.095
8 H 0.86 1.90 -0.47  N3 1.016
9 C -0.60 -0.91 -0.46  H1 1.081, C2 1.358, C4 1.416
10 H -0.28 -1.49 1.66  C4 1.057

Summary:
ΔE to the lowest compared entry with this formula, charge and spin: 0.044 eV
Frontier orbital gap: 9.450 eV
Structure (SMILES): c1cc[nH]c1
Total charge: 0

Here are the Mulliken charges for atoms 1 to 2, given in e:
1. H 0.368
2. C -0.441